Record 1
C26H37N9OP | ωB97M-V/def2-TZVPD

Results
F_max = 1.1 eV Å⁻¹
highest occupied orbital energy = -0.4105 Eh
LUMO = -3.967 eV
Kohn-Sham gap = 7.20 eV
total energy = -1922.0363 Eh

Geometry as ORCA input:
```
! wB97M-V def2-TZVPD RIJCOSX def2/J DEFGRID3
* xyz 1 1
H 2.98647 8.86672 -5.66324
C 2.04075 5.74554 -3.73911
H -1.14737 -0.36809 0.65804
C 0.75880 -10.53854 0.66662
C 3.55757 3.91407 -0.69372
C -1.38235 -3.75614 0.78048
H -4.52164 0.37423 4.66543
O 5.32512 3.10558 0.67413
N -0.16222 2.19884 0.90952
N 0.26136 4.06839 -1.44490
N -4.11194 0.60773 2.66770
H 0.76469 2.10234 4.07939
H 0.45093 3.89378 2.86108
H 1.20071 -3.80910 -1.17140
C 4.35615 3.80503 0.58355
H 2.25675 -11.10562 -2.30379
C -6.83223 1.08928 2.31564
N 2.53788 6.78275 -3.06606
H -2.60232 -5.39765 1.43117
C -0.86864 -0.36753 1.71144
C -1.75137 -5.08997 0.83945
H 1.44155 4.86396 -5.60374
H 2.46750 -11.71745 0.10922
C -6.31958 0.81972 3.57385
C 2.18947 6.87298 -5.82843
H 0.16276 5.20728 1.77768
H 2.05563 6.90978 -6.90151
H 0.68526 -6.24271 -1.18912
C -1.00206 -6.00946 0.12295
H -7.88908 1.27563 2.17898
C 0.40363 3.40164 0.85923
C 0.06509 1.35945 3.69959
H 0.41384 -9.58871 -2.98894
H -0.25940 1.82631 -0.03253
N -0.35735 -9.36477 -1.10275
H -0.97300 1.67330 3.82769
H 2.38604 2.23153 0.10073
H -0.53760 -1.35689 2.01629
C 1.67804 -11.05954 -0.22947
H 3.25378 5.27439 1.38532
H -6.32152 1.31775 0.23493
C 0.53472 -9.87460 -1.94985
C 1.56437 -10.72155 -1.56779
C -4.95875 0.58765 3.69649
N 3.87453 4.53869 1.71178
H -1.25129 -7.06148 0.13428
H -6.95916 0.78836 4.44452
N 0.35974 4.22846 1.91526
H 1.79393 4.88452 -3.13272
H 4.16294 3.59280 -1.53814
H -3.91395 0.87056 0.64137
H 2.11186 2.63904 -1.59626
C 2.27492 3.05982 -0.60342
C -0.23316 -9.70264 0.17968
C 0.07766 -5.55663 -0.61560
N 1.07134 3.87137 -0.29456
H 3.23286 4.94583 -0.84802
H 0.20814 0.45217 4.29306
C 1.84786 5.73690 -5.11142
C -5.96533 1.11354 1.23491
H -0.37559 3.30389 -1.64783
N -0.34836 -3.30025 0.07417
H 3.26563 8.69635 -3.20058
H 3.29129 3.92350 2.27198
C 0.36256 -4.20004 -0.60534
H 0.80730 -10.77392 1.72071
C 2.86145 7.86646 -3.76891
H -0.21698 4.95647 -1.39645
H -0.97321 -9.27964 0.85129
P 0.43813 0.84638 1.99604
H -1.74146 -0.06700 2.29345
C 2.70669 7.96086 -5.14413
H -1.94874 -3.00741 1.32621
C -4.62203 0.86567 1.46442
*
```

Atom charges from the Mulliken analysis, given in e for atoms 1 to 4: 0.3668, 0.2360, 0.3957, -0.5440

***

Record 2
C3H5NOS | ωB97M-V/def2-TZVPD

Results
F_max = 4.5 eV Å⁻¹
highest occupied orbital energy = -0.3365 Eh
LUMO = -1.159 eV
Kohn-Sham gap = 8.00 eV
total energy = -645.3678 Eh

Geometry as ORCA input:
```
! wB97M-V def2-TZVPD RIJCOSX def2/J DEFGRID3
* xyz 0 1
S 0.70598 2.10405 -3.08983
N -0.12763 -0.07335 -0.08548
C 0.00001 1.03049 -2.12975
H 0.60198 1.99584 -0.31832
H 0.70798 -1.90363 1.21056
C -0.14386 -1.36784 1.75702
H -0.00880 -1.37489 2.89488
C 0.24722 1.02192 -0.74612
H -1.13428 -1.75040 1.50308
H -0.89037 0.37766 -2.32736
O 0.04176 -0.05985 1.33132
*
```

Atom charges from the Mulliken analysis, given in e for atoms 1 to 4: -0.2387, -0.3988, -0.1702, 0.3418

***

Record 3
C20H17FN6O7Zr | ωB97M-V/def2-TZVPD

Results
F_max = 0.5 eV Å⁻¹
highest occupied orbital energy = -0.5610 Eh
LUMO = -6.908 eV
Kohn-Sham gap = 8.36 eV
total energy = -1774.2450 Eh

Geometry as ORCA input:
```
! wB97M-V def2-TZVPD RIJCOSX def2/J DEFGRID3
* xyz 2 1
H -2.12700 0.08301 3.80550
Zr 0.26951 0.36650 -0.11454
C -1.07461 0.29275 4.00229
H 3.19129 -0.27097 -1.88915
C -3.47119 2.69126 -0.91202
C 0.57242 -4.94598 -0.52101
O -0.57323 0.76296 1.72661
H -5.41259 2.23296 -1.71512
H 5.33086 0.90122 -2.28456
H -2.41098 -3.00286 -1.50092
O 1.54790 -1.27302 -0.82500
H -0.23752 2.76532 4.14019
H 0.09086 3.06771 2.45487
C 1.63011 -1.61553 0.39398
N 2.31945 1.31477 -0.88910
C 1.41953 -3.04647 0.80037
C -4.08588 0.54587 -1.76367
C 3.66246 3.27762 -0.55423
C -4.42314 1.86020 -1.48651
F -0.18314 -6.77666 -1.72151
C -0.67560 -2.88865 -0.44991
C -0.58702 1.19927 2.93254
O -1.39340 4.01872 0.56092
C 4.71522 2.67273 -1.22853
O 1.60239 -0.70531 1.27104
H -4.79145 -0.13680 -2.21509
C -1.51838 -4.82548 -1.76744
O 1.28278 3.92558 1.09671
H 2.34036 -3.62133 0.71041
C -0.32111 -5.53678 -1.31171
H -0.96619 0.71682 4.99659
C -2.21834 2.17586 -0.66795
H -3.67042 3.72250 -0.65625
C -2.81584 0.09983 -1.44953
O -0.85884 -1.69767 -0.06793
C 2.48795 2.57045 -0.44534
N -1.88053 0.89687 -0.92043
O -2.40656 -5.25518 -2.43564
H -0.52503 -0.64531 3.93515
N 0.40075 -3.62562 -0.07940
H 5.65349 3.19398 -1.36218
H 1.45450 -5.45678 -0.16495
C 1.25595 3.12087 0.19775
N 0.12900 2.47958 -0.32350
C -1.14031 3.02432 -0.05774
H 3.72843 4.27256 -0.13723
C 3.34295 0.73412 -1.53130
H 1.10035 -3.05836 1.84158
N -1.57052 -3.50280 -1.24754
H -2.51905 -0.91820 -1.62493
N -0.21315 2.42417 3.19059
C 4.54248 1.39542 -1.73517
*
```

Atom charges from the Mulliken analysis, given in e for atoms 1 to 4: 0.3037, 1.7597, -1.2206, 0.6302

***

Record 4
C19H20N2O4S | ωB97M-V/def2-TZVPD

Results
F_max = 1.6 eV Å⁻¹
highest occupied orbital energy = -0.3188 Eh
LUMO = -0.621 eV
Kohn-Sham gap = 8.05 eV
total energy = -1544.5911 Eh

Geometry as ORCA input:
```
! wB97M-V def2-TZVPD RIJCOSX def2/J DEFGRID3
* xyz 0 1
C -2.32965 -2.63723 0.70303
C -1.90682 1.12288 -1.68297
C -2.51190 -1.98037 -1.60584
H 2.90056 -0.33841 0.82003
H -4.18245 -1.52973 -2.86835
C 3.99311 2.11393 0.90481
H 2.01200 -0.23561 3.12382
H -2.68271 -2.56007 1.72119
H -0.75475 -3.83518 2.46080
C 3.96317 2.26127 2.42813
C 2.22558 0.48443 1.08341
C -1.44821 -2.82297 -1.90444
H 4.73148 1.35631 0.62194
C -1.78544 2.28805 -0.90569
H -1.10093 -2.91088 -2.92506
C 2.25874 0.69242 2.60580
C -0.72346 0.45877 -2.02344
C -3.17157 -1.16538 -2.67320
S -3.48638 0.57805 -2.16018
C -0.59456 -4.28043 1.48197
C -2.94981 -1.90325 -0.28952
H -0.75574 -0.40299 -2.66540
O 2.31737 3.64880 -0.62339
N 2.68869 1.68900 0.43223
H -2.61636 -1.17944 -3.61055
C -0.83257 -3.55907 -0.90948
H 3.28410 3.08240 2.70204
O -3.98701 2.71136 -1.12691
C 0.59705 2.02605 -0.74167
C 1.93176 2.54284 -0.29771
H 1.52662 1.46865 2.87882
H 0.47481 -4.36283 1.30010
H -1.00975 -5.28857 1.49704
O -2.85983 3.90541 0.26811
H -0.00672 -4.20904 -1.16091
H -0.50999 3.64210 0.13787
C -1.25862 -3.47225 0.40990
C 0.49520 0.89600 -1.56056
H -3.77912 -1.25621 -0.04293
N -2.94668 3.02441 -0.56355
O 3.54229 1.06241 3.04366
H 1.21294 0.23707 0.76667
H 4.23267 3.06491 0.42815
H 4.96034 2.47049 2.81672
H 1.39160 0.36727 -1.84870
C -0.54905 2.73463 -0.44584
*
```

Atom charges from the Mulliken analysis, given in e for atoms 1 to 4: -0.8309, 0.7319, 0.2841, 0.1484